Computed, not measured: one molecule with the formula C14H12N4, with ωB97M-V with the def2-TZVPD basis set.

XYZ file:
```
30
Properties=species:S:1:pos:R:3:forces:R:3
C -2.324 -0.504 0.050 0.5 -0.1 0.8
N -1.075 -0.281 0.199 -0.3 0.1 -0.7
N -0.502 -0.488 1.383 -0.5 -0.3 0.8
C 0.826 -0.259 1.569 0.6 0.1 0.1
N 1.450 -0.443 2.700 -0.8 -0.2 0.1
C 2.755 -0.095 2.443 0.3 0.2 -0.6
C 3.864 -0.093 3.279 -0.2 0.0 -0.1
C 5.071 0.311 2.744 0.2 0.0 0.1
C 5.188 0.708 1.413 0.1 0.0 0.0
C 4.098 0.714 0.563 -0.1 0.0 -0.1
C 2.887 0.310 1.092 0.5 -0.1 0.6
N 1.625 0.192 0.557 -0.5 -0.1 -0.1
C -2.987 -0.294 -1.217 -0.4 0.1 -0.7
C -4.354 -0.553 -1.336 0.3 0.0 0.2
C -5.002 -0.358 -2.540 -0.1 0.0 -0.2
C -4.300 0.097 -3.644 -0.1 0.0 0.0
C -2.941 0.357 -3.537 0.0 0.0 -0.1
C -2.289 0.165 -2.337 -0.1 -0.1 0.2
H -2.939 -0.865 0.882 0.1 0.0 0.0
H -1.032 -0.824 2.187 0.2 0.1 -0.2
H 3.773 -0.400 4.309 0.0 0.0 0.1
H 5.951 0.323 3.371 0.1 0.0 0.1
H 6.153 1.016 1.038 0.1 0.0 0.0
H 4.188 1.021 -0.469 0.0 0.0 -0.1
H 1.317 0.388 -0.380 0.0 0.0 0.1
H -4.905 -0.908 -0.476 0.0 0.0 0.1
H -6.060 -0.561 -2.619 -0.1 0.0 0.0
H -4.808 0.249 -4.584 0.0 0.0 -0.1
H -2.393 0.713 -4.398 0.0 0.0 -0.1
H -1.233 0.364 -2.243 0.1 0.0 0.0
```
Forces are in eV/Å.

Summary:
- Energy above the lowest of the compared OMol25 structures with the same formula, charge and spin: 0.00 kcal per mole
- E_tot: -759.72024 hartree
- M: 236.28 g/mol
- Max |F|: 1.05 eV/A
- Lowest unoccupied orbital energy: 0.21 eV
- Structure (SMILES): C(=N\Nc1nc2ccccc2[nH]1)/c1ccccc1